Density functional theory data (wB97M-V/def2-TZVPD) for C4H4F2 in the gas phase at a distorted geometry.

```
10
Properties=species:S:1:pos:R:3:forces:R:3:nbo_charge:R:1
C 0.2035 0.0832 0.3204 -1.717 -0.277 0.461 -0.64
C -1.0172 0.0177 -0.6502 0.842 0.390 1.429 -0.23
C -2.2627 0.6076 -0.1193 -1.258 -1.742 0.180 0.30
F -2.8197 1.7855 0.1594 0.379 -0.602 -0.088 -0.29
C -2.3379 -0.7041 -0.1113 0.065 1.929 -0.487 0.31
F -3.0406 -1.8155 0.1973 1.059 1.165 -0.592 -0.29
H -0.2624 -0.1014 1.3533 1.164 0.032 -1.284 0.21
H 0.5519 1.1307 0.3067 0.372 -0.595 -0.033 0.21
H 0.9608 -0.6696 0.0293 -0.187 0.628 0.453 0.22
H -0.6860 0.2902 -1.6698 -0.719 -0.927 -0.040 0.19
```
Forces are in eV/Å.

The value obtained for the electronic energy is -354.40460 a.u. For the energy relative to the best compared isomer or geometry (same formula, charge and spin), the calculation gives 60.23 kcal per mole. For the lowest unoccupied orbital energy, the calculation gives 0.76 eV. The HOMO energy comes out at -9.46 eV. As for the orbital gap: 10.22 eV.